No. 1
{"formula": "C35H78O14S11", "method": "ωB97M-V/def2-TZVPD", "lumo_ev": 0.22, "charge": 0, "elements": ["C", "C", "O", "C", "C", "C", "C", "O", "C", "C", "C", "C", "C", "C", "C", "O", "H", "H", "H", "H", "H", "H", "H", "H", "H", "H", "H", "H", "C", "S", "O", "C", "H", "H", "H", "H", "H", "H", "C", "S", "O", "C", "H", "H", "H", "H", "H", "H", "C", "S", "O", "C", "H", "H", "H", "H", "H", "H", "C", "S", "O", "C", "H", "H", "H", "H", "H", "H", "C", "S", "O", "C", "H", "H", "H", "H", "H", "H", "C", "S", "O", "C", "H", "H", "H", "H", "H", "H", "C", "S", "O", "C", "H", "H", "H", "H", "H", "H", "C", "S", "O", "C", "H", "H", "H", "H", "H", "H", "C", "S", "O", "C", "H", "H", "H", "H", "H", "H", "C", "S", "O", "C", "H", "H", "H", "H", "H", "H", "C", "S", "O", "C", "H", "H", "H", "H", "H", "H"], "xyz": [[3.08711, -1.80360, -1.47591], [1.61011, -1.88358, -0.95694], [1.12148, -0.63264, -0.46920], [1.38344, -3.07450, 0.08960], [-0.12209, -3.47886, -0.06735], [-0.53926, -4.46565, -0.90387], [-2.07226, -4.74258, -1.00881], [-2.52276, -5.84967, -1.17441], [-2.96062, -3.46625, -0.86410], [-4.18300, -3.24573, -1.60425], [-4.90578, -1.99043, -1.41407], [-4.47552, -0.94833, -0.50441], [-3.23959, -1.17268, 0.24698], [-2.51018, -2.40426, 0.05849], [-1.16397, -2.68797, 0.79334], [-0.94716, -2.36191, 1.93516], [3.06079, -1.22094, -2.43955], [3.54790, -2.80651, -1.69157], [3.78105, -1.21684, -0.78919], [0.96766, -2.13382, -1.84704], [1.55167, -0.40923, 0.37311], [1.56561, -2.73794, 1.13661], [2.05435, -3.89868, -0.25430], [0.22122, -5.00554, -1.50725], [-4.52693, -4.01421, -2.32503], [-5.82535, -1.85532, -2.03355], [-4.99223, 0.02467, -0.35859], [-2.80366, -0.42646, 0.94996], [7.09305, 1.16469, 0.37947], [5.33087, 1.47935, 0.17187], [4.84630, 0.59503, -0.92639], [5.51800, 3.13512, -0.51090], [7.21756, 0.15340, 0.76569], [7.60134, 1.25286, -0.58198], [7.50873, 1.87843, 1.09204], [6.12780, 3.09788, -1.41559], [5.98520, 3.78418, 0.23085], [4.52901, 3.52132, -0.75603], [-9.23051, -2.29087, -0.74043], [-9.11954, -0.52423, -1.06439], [-7.74681, -0.24978, -1.57659], [-9.15732, -0.01425, 0.66434], [-9.18494, -2.81933, -1.69114], [-8.39838, -2.60664, -0.11047], [-10.17728, -2.51365, -0.25054], [-8.33003, -0.47147, 1.20487], [-10.10831, -0.30956, 1.11067], [-9.06117, 1.07046, 0.70728], [10.81254, 2.11423, -2.55229], [9.93818, 3.22391, -3.67020], [8.66893, 3.63228, -2.99337], [9.51932, 1.96685, -4.88766], [11.13709, 2.68740, -1.68429], [10.14760, 1.31117, -2.23035], [11.68446, 1.70051, -3.06012], [8.93595, 1.17332, -4.41867], [10.43246, 1.55757, -5.31667], [8.92747, 2.43451, -5.67519], [10.82106, -0.54690, -8.53876], [10.09845, -1.04297, -6.96370], [10.99554, -0.54241, -5.88552], [10.42286, -2.80493, -7.15570], [10.76237, 0.53816, -8.61656], [11.86554, -0.85849, -8.58306], [10.25793, -0.99940, -9.35609], [11.49249, -2.97354, -7.28696], [9.87272, -3.18437, -8.01768], [10.08257, -3.31691, -6.25637], [-4.80343, 4.77607, -0.41146], [-5.57672, 3.28177, -1.06200], [-5.02522, 2.12567, -0.30029], [-4.74585, 3.32164, -2.66042], [-5.15240, 4.93050, 0.61073], [-3.71767, 4.66383, -0.41012], [-5.09143, 5.63143, -1.02457], [-3.66444, 3.29903, -2.51804], [-5.03654, 4.22476, -3.19854], [-5.05514, 2.44592, -3.23038], [-3.14361, 4.32834, 3.61486], [-4.85707, 3.89788, 3.97157], [-5.71024, 4.57445, 2.94966], [-4.97827, 4.85278, 5.49401], [-2.86244, 3.86298, 2.67049], [-3.04218, 5.41161, 3.53115], [-2.50036, 3.95013, 4.41043], [-4.76156, 5.90352, 5.29212], [-4.27615, 4.45815, 6.22899], [-5.99198, 4.76068, 5.88098], [-11.20062, -7.34975, -0.26219], [-10.51364, -6.05244, 0.78440], [-10.34610, -4.83646, -0.06614], [-8.88907, -6.80208, 0.97811], [-12.21541, -7.06627, -0.53918], [-10.59560, -7.46043, -1.16327], [-11.22560, -8.28866, 0.29226], [-8.42747, -6.94657, -0.00005], [-8.98904, -7.75809, 1.49305], [-8.27214, -6.13236, 1.57683], [12.87376, 6.95413, -5.28838], [12.08038, 5.48690, -5.97097], [12.58936, 4.31226, -5.21113], [12.94960, 5.52247, -7.55020], [12.50416, 7.10324, -4.27464], [13.95543, 6.81452, -5.26423], [12.61947, 7.82239, -5.89788], [14.02644, 5.47320, -7.38313], [12.69288, 6.43696, -8.08658], [12.63371, 4.65979, -8.13575], [-3.24264, 4.86503, 10.10263], [-5.01505, 5.14177, 9.92518], [-5.50294, 4.23387, 8.84852], [-4.87559, 6.79326, 9.21598], [-3.09008, 3.86219, 10.49950], [-2.75387, 4.94955, 9.13090], [-2.82780, 5.59633, 10.79758], [-4.28400, 6.75596, 8.29999], [-4.40772, 7.46191, 9.93962], [-5.87746, 7.15427, 8.98614], [4.92610, -5.53331, 3.43255], [4.03212, -5.07723, 1.93480], [4.31458, -3.63992, 1.66602], [2.38733, -5.18078, 2.66738], [5.99382, -5.49879, 3.21905], [4.69258, -4.83007, 4.23312], [4.64855, -6.54609, 3.72793], [2.31541, -4.50035, 3.51715], [2.19627, -6.20586, 2.98791], [1.65518, -4.89702, 1.91386], [-8.00259, -2.47975, 2.87692], [-8.18678, -3.45229, 4.38303], [-8.72853, -4.78436, 3.99054], [-9.55394, -2.49206, 5.05912], [-7.21494, -2.92858, 2.27142], [-8.93775, -2.48294, 2.31547], [-7.72118, -1.45806, 3.13533], [-10.39158, -2.49490, 4.36006], [-9.22267, -1.46986, 5.24671], [-9.86379, -2.94923, 5.99820]], "forces_ev_per_a": [[0.24, 0.72, 0.01], [0.59, -0.89, -0.12], [0.05, -0.38, 0.06], [-1.30, 0.60, -1.12], [0.38, -0.25, 0.36], [-0.63, 1.11, 0.67], [0.64, 1.17, 0.05], [0.06, 0.37, -0.20], [-0.51, 1.63, 0.46], [1.02, 1.25, 1.47], [0.74, -0.38, 0.27], [1.62, -1.73, 0.13], [-0.44, -1.55, -1.08], [-0.40, -0.49, -0.76], [-0.71, -0.30, -1.35], [0.17, 0.05, -0.43], [0.14, -0.53, 0.92], [-0.62, 0.83, 0.29], [-1.07, -0.96, -0.77], [0.49, 0.37, 0.87], [0.02, -0.26, -0.45], [0.17, -0.33, -0.84], [-0.57, 0.51, 0.64], [-0.91, 0.02, 0.48], [0.16, 0.66, 0.61], [0.85, 0.11, 0.78], [0.20, -1.00, -0.42], [-0.60, -0.60, -0.69], [0.15, -0.06, -0.06], [0.02, 0.03, -0.03], [0.28, 0.35, 0.14], [0.05, 0.08, -0.17], [-0.13, 0.03, 0.00], [-0.10, 0.06, -0.02], [-0.06, 0.00, -0.01], [0.04, -0.05, 0.04], [-0.01, -0.06, 0.02], [-0.01, -0.12, 0.07], [0.04, 0.19, 0.01], [0.00, -0.13, 0.01], [-0.03, -0.01, 0.05], [0.02, 0.13, 0.09], [-0.04, 0.07, 0.03], [0.02, 0.06, -0.05], [0.03, -0.02, -0.07], [0.05, 0.03, -0.16], [-0.01, -0.02, -0.07], [0.02, -0.04, -0.10], [0.04, -0.11, 0.07], [-0.13, 0.12, -0.08], [-0.01, -0.21, 0.12], [-0.03, 0.07, -0.03], [-0.05, 0.07, -0.09], [-0.05, 0.04, -0.07], [-0.04, 0.05, -0.05], [0.04, 0.04, 0.05], [-0.01, 0.01, 0.11], [0.00, 0.12, 0.12], [0.11, -0.01, -0.08], [-0.02, -0.03, 0.00], [0.09, -0.22, -0.22], [0.07, -0.11, -0.02], [-0.05, -0.04, 0.09], [-0.03, -0.01, 0.08], [-0.03, 0.01, 0.05], [-0.01, 0.09, 0.02], [-0.03, 0.05, 0.02], [-0.02, 0.12, -0.01], [0.08, 0.06, 0.13], [-0.09, 0.08, 0.06], [0.14, 0.28, -0.04], [0.13, -0.08, -0.08], [-0.08, -0.14, -0.03], [-0.02, -0.09, -0.07], [-0.04, -0.07, -0.04], [-0.03, -0.01, 0.08], [-0.05, -0.01, 0.06], [-0.06, 0.01, 0.11], [0.09, 0.09, -0.07], [-0.09, 0.00, -0.06], [0.23, 0.05, 0.17], [0.02, 0.16, 0.01], [-0.10, -0.05, 0.04], [-0.09, -0.01, 0.01], [-0.06, -0.04, -0.01], [0.00, -0.03, -0.12], [-0.09, -0.08, 0.00], [0.06, -0.10, -0.03], [0.02, -0.03, -0.16], [0.01, -0.06, 0.19], [0.00, -0.27, 0.01], [0.16, 0.03, -0.09], [0.05, 0.06, 0.07], [0.02, 0.06, 0.04], [0.01, 0.06, 0.04], [-0.10, 0.03, -0.03], [-0.05, 0.05, 0.03], [-0.17, 0.02, 0.07], [0.11, 0.07, 0.02], [-0.05, -0.11, 0.10], [0.16, 0.18, -0.21], [0.13, 0.02, -0.07], [-0.06, -0.09, -0.06], [-0.04, -0.08, -0.02], [-0.04, -0.05, 0.00], [-0.04, -0.02, 0.07], [-0.04, -0.02, 0.04], [-0.05, 0.01, 0.11], [0.11, 0.00, -0.05], [-0.07, -0.07, -0.03], [0.20, 0.21, 0.07], [0.04, 0.08, -0.09], [-0.11, 0.03, -0.01], [-0.08, 0.00, -0.01], [-0.06, -0.01, 0.00], [-0.01, -0.07, 0.02], [-0.02, -0.05, 0.02], [0.01, -0.10, 0.05], [0.06, 0.01, 0.12], [-0.07, 0.05, 0.00], [-0.04, -0.17, 0.16], [-0.06, -0.01, 0.10], [-0.07, 0.02, -0.08], [-0.04, 0.03, -0.08], [-0.01, 0.02, -0.06], [0.07, 0.03, -0.05], [0.06, 0.00, -0.04], [0.08, -0.05, 0.00], [-0.05, -0.04, -0.04], [0.06, 0.00, 0.00], [-0.03, 0.15, -0.09], [-0.14, 0.04, -0.02], [0.01, -0.03, 0.09], [-0.02, -0.10, 0.09], [0.04, -0.06, 0.07], [0.06, -0.06, -0.03], [0.05, -0.04, -0.01], [0.09, -0.05, -0.05]], "mulliken_charge": [-1.0587, 0.1113, -0.5671, -1.0223, 0.6180, -0.1245, -0.0981, -0.5543, 0.5261, -0.7661, -0.3209, -0.4533, -0.8242, 0.6483, 0.1759, -0.5943, 0.3092, 0.3349, 0.1660, 0.3378, 0.3738, 0.3426, 0.2677, 0.3787, 0.3875, 0.3905, 0.6586, 0.3938, -0.7773, 0.5068, -0.5752, -0.8704, 0.3271, 0.0966, 0.3801, 0.2183, 0.3636, 0.3204, -0.8163, 0.3459, -0.5361, -0.5642, 0.3737, 0.1346, 0.4323, -0.1132, 0.3811, 0.3875, -1.0285, 0.5849, -0.6617, -1.0753, 0.3337, 0.3111, 0.3685, 0.3852, 0.3176, 0.4163, -0.9391, 0.5774, -0.5983, -0.9935, 0.2866, 0.3124, 0.3670, 0.3001, 0.3757, 0.3264, -0.7956, 0.4612, -0.5407, -0.9796, 0.1467, 0.2736, 0.4011, 0.2883, 0.3979, 0.3098, -0.9409, 0.5276, -0.6295, -1.0158, 0.2949, 0.3128, 0.3774, 0.3689, 0.3173, 0.3726, -1.0112, 0.4949, -0.5639, -0.9091, 0.3247, 0.3044, 0.3777, 0.3541, 0.3673, 0.2393, -0.9576, 0.5972, -0.5821, -0.9534, 0.3030, 0.3029, 0.3597, 0.2933, 0.3627, 0.2998, -0.8939, 0.4728, -0.5699, -0.8761, 0.3249, 0.2669, 0.3549, 0.2350, 0.3786, 0.3169, -0.9995, 0.4580, -0.5478, -0.6018, 0.3393, 0.3026, 0.3774, 0.2967, 0.4563, -0.0415, -0.9768, 0.4636, -0.5830, -0.9501, 0.3700, 0.2030, 0.4776, 0.2832, 0.3529, 0.3394]}

=====

No. 2
{"formula": "C16H17F6IN2OSn", "method": "ωB97M-V/def2-TZVPD", "relative_energy_kj_mol": 335.3, "lumo_ev": -9.48, "charge": 2, "elements": ["C", "C", "H", "H", "H", "H", "H", "H", "C", "C", "C", "C", "H", "H", "H", "H", "N", "C", "C", "N", "C", "C", "C", "H", "H", "C", "H", "H", "Sn", "I", "C", "C", "O", "C", "F", "F", "F", "C", "F", "F", "F", "H", "H", "H"], "xyz": [[-2.09701, -1.62142, -2.41067], [-2.51873, -0.73098, -0.66060], [-1.99675, -1.03374, -3.36023], [-3.18259, -1.93577, -2.47067], [-1.58629, -2.59749, -2.47872], [-2.54886, 0.34963, -0.53544], [-3.58109, -0.81559, -0.99019], [-2.52031, -1.30853, 0.26697], [2.15571, 0.94477, -1.75877], [3.23775, 1.82228, -1.67106], [3.25530, 2.77395, -0.68189], [2.20199, 2.80703, 0.18561], [2.14435, 0.16414, -2.52508], [4.03030, 1.70839, -2.40931], [4.09336, 3.49262, -0.59046], [2.14370, 3.54899, 0.97736], [1.11203, 0.97168, -0.91275], [1.12783, 1.90281, 0.08802], [-0.00023, 1.94971, 1.02630], [-1.09680, 1.24169, 0.68091], [-2.11802, 1.18238, 1.55868], [-1.05088, 2.68979, 3.08323], [-2.14659, 1.90716, 2.73635], [-2.94078, 0.52911, 1.28383], [-3.04641, 1.82212, 3.35637], [0.04815, 2.68508, 2.21592], [0.95246, 3.24995, 2.45470], [-1.04487, 3.26844, 3.99253], [-0.51157, -0.63565, -1.34180], [1.14178, -2.11379, -3.09943], [-1.38040, -3.29814, 1.55624], [-0.06522, -2.57615, 1.42522], [-0.07769, -1.67865, 0.34128], [0.28383, -1.82805, 2.75679], [0.41647, -2.67207, 3.82088], [1.39715, -1.06919, 2.69663], [-0.73912, -0.96959, 3.07161], [1.07829, -3.63527, 1.11829], [1.11403, -4.64422, 2.05275], [0.81583, -4.20758, -0.09834], [2.31302, -3.07843, 1.05279], [-2.12623, -2.56780, 1.87482], [-1.29482, -4.09658, 2.29766], [-1.63348, -3.71295, 0.57294]], "forces_ev_per_a": [[-4.90, -1.29, -1.11], [-5.14, -1.07, -1.63], [0.26, 0.19, 1.09], [1.17, 0.36, 0.03], [0.35, 0.60, 0.85], [0.86, 0.20, -0.54], [0.62, -0.02, 0.17], [1.06, -0.30, -0.54], [0.33, 0.04, -0.16], [-0.25, -1.02, -0.83], [1.09, 0.63, -0.19], [-1.52, -0.27, 0.96], [0.04, 0.52, 0.27], [-0.15, 0.12, 0.26], [-0.67, -0.54, -0.07], [0.19, -0.14, -0.28], [0.01, 0.36, -0.09], [0.50, 0.04, -0.72], [-1.18, -0.05, 0.55], [0.60, -0.06, 0.54], [0.90, 0.38, -0.65], [0.20, -0.41, -0.85], [-0.54, -0.14, 0.32], [-0.13, 0.23, 0.26], [0.53, 0.17, -0.11], [0.10, 0.05, 0.01], [-0.48, -0.25, 0.12], [0.05, 0.05, 0.09], [7.00, -0.17, 3.54], [-0.67, 0.67, 0.58], [-0.02, -0.07, 0.05], [1.22, -0.40, -0.51], [0.14, 1.02, -0.74], [0.03, 0.39, 1.17], [-0.19, 0.75, -1.47], [-0.68, -0.58, -0.29], [0.48, -0.50, -0.37], [0.36, -0.76, 0.24], [-0.11, 1.44, -1.31], [0.22, 0.49, 1.04], [-1.24, -0.45, 0.02], [-0.15, -0.25, 0.09], [-0.26, 0.10, -0.13], [-0.02, -0.06, 0.32]], "mulliken_charge": [-1.2516, -1.0191, 0.5199, 0.4704, 0.4176, 0.5378, 0.5070, 0.2375, 0.3963, -0.9142, -0.4854, -0.7412, -0.0436, 0.4288, 0.4508, 0.3382, 0.0907, 0.8290, 0.5956, -0.0883, -0.0788, -0.7211, -0.7980, 0.4069, 0.4233, -0.5861, 0.3095, 0.4958, 1.0854, 0.0107, -1.9770, 0.6958, 0.3435, 0.5490, -0.2444, -0.2282, -0.2156, 0.5941, -0.2293, -0.2242, -0.2133, 0.4754, 0.4640, 0.3863]}

=====

No. 3
{"formula": "C2H2N3OS", "method": "ωB97M-V/def2-TZVPD", "relative_energy_kj_mol": 341.2, "lumo_ev": [3.45, 3.88], "charge": -1, "elements": ["C", "C", "N", "N", "N", "O", "S", "H", "H"], "xyz": [[0.75713, 0.00394, -0.80045], [-0.64896, -0.80108, 0.95870], [0.26857, 1.18917, -0.82053], [0.30825, -1.02641, 0.04589], [-0.83788, 1.49021, -0.22290], [-1.19073, -1.62791, 1.67924], [-1.13518, 2.86406, 0.55789], [1.56111, -0.24405, -1.47756], [0.91769, -1.84793, 0.07973]], "forces_ev_per_a": [[-0.17, 0.25, 0.17], [-1.14, -0.43, 1.04], [1.16, 0.46, -0.81], [0.64, -0.05, -0.62], [-1.07, -2.15, 0.39], [0.76, 0.76, -0.80], [0.21, 1.10, 0.36], [0.09, -0.02, 0.11], [-0.48, 0.08, 0.16]], "mulliken_charge": [-0.0910, -0.1038, -0.2193, -0.0103, -0.1943, -0.4872, -0.5047, 0.3449, 0.2656]}

=====

Energy
In order: -185402.0567; -52112.9497; -19457.0592
Unit: eV